1.
Here is a cluster of 5 separate species, C22H36F18N5O12S6 in total at a distorted geometry from the OMol25 dataset. Energies are from ωB97M-V/def2-TZVPD.

XYZ file:
```
99
Properties=species:S:1:pos:R:3:lowdin_charge:R:1
C 0.24 -0.49 1.63 -0.0553
C 0.96 0.58 2.54 -0.2082
C 0.15 1.02 3.75 -0.0493
N 0.68 2.42 4.38 -0.1930
C 0.45 3.66 3.50 0.0470
C 2.16 2.21 4.83 -0.0601
C 2.24 2.87 6.24 -0.1716
C 0.93 3.53 6.57 -0.1577
C -0.06 2.71 5.72 -0.1082
H 0.18 -1.51 2.02 0.0752
H 0.68 -0.59 0.64 0.0532
H -0.80 -0.22 1.46 0.0580
H 1.27 1.36 1.84 0.0623
H 1.90 0.13 2.86 0.0889
H 0.33 0.36 4.60 0.1218
H -0.90 1.09 3.47 0.1272
H 0.97 4.47 4.00 0.0955
H -0.62 3.86 3.47 0.1077
H 0.92 3.47 2.54 0.0754
H 2.97 2.54 4.18 0.1387
H 2.33 1.15 5.00 0.1219
H 3.09 3.55 6.23 0.1105
H 2.54 2.12 6.97 0.1129
H 1.01 4.52 6.12 0.1024
H 0.61 3.57 7.61 0.1218
H -1.06 3.12 5.59 0.1297
H -0.31 1.77 6.21 0.1257
C -3.21 -2.86 -4.18 -0.0809
C -1.70 -2.60 -3.97 -0.1840
C -1.37 -1.11 -3.54 -0.0783
N 0.12 -0.66 -3.67 -0.2298
C 0.97 -1.46 -2.66 0.0665
C 0.26 0.83 -3.48 -0.0837
C 1.58 1.20 -4.25 -0.1462
C 1.93 0.05 -5.15 -0.1577
C 0.69 -0.91 -5.10 -0.0547
H -3.85 -2.58 -3.34 0.0522
H -3.35 -3.93 -4.31 0.0758
H -3.69 -2.33 -5.00 0.0668
H -1.03 -2.90 -4.77 0.0864
H -1.37 -3.27 -3.17 0.0851
H -1.68 -0.86 -2.52 0.0943
H -1.88 -0.38 -4.17 0.1185
H 0.92 -2.47 -3.04 0.1016
H 0.67 -1.42 -1.61 0.1104
H 1.99 -1.12 -2.81 0.0874
H 0.35 1.11 -2.43 0.0837
H -0.64 1.28 -3.89 0.1278
H 2.37 1.34 -3.51 0.0796
H 1.59 2.17 -4.76 0.1159
H 2.89 -0.43 -4.97 0.1124
H 2.13 0.47 -6.13 0.1040
H 0.91 -1.98 -5.01 0.1097
H -0.02 -0.69 -5.89 0.1340
C 3.37 3.30 -1.66 -0.6339
F 4.03 2.48 -2.47 0.1186
F 4.15 4.33 -1.26 0.1284
F 2.26 3.75 -2.25 0.1352
S 2.90 2.16 -0.13 0.7188
O 2.53 3.18 0.83 -0.3452
O 1.81 1.25 -0.62 -0.3252
N 4.50 1.58 0.29 -0.2893
S 4.37 0.03 0.08 0.5937
O 3.68 -0.65 1.23 -0.3337
O 4.00 -0.47 -1.25 -0.3530
C 6.25 -0.60 0.22 -0.6026
F 6.38 -0.85 1.52 0.1083
F 6.40 -1.72 -0.49 0.1306
F 7.13 0.36 -0.19 0.1034
C -0.63 -6.88 1.55 -0.6129
F 0.58 -7.44 1.50 0.1307
F -1.34 -7.07 0.42 0.0986
F -1.29 -7.34 2.63 0.1151
S -0.61 -4.94 1.73 0.6583
O -0.50 -4.68 3.15 -0.3516
O 0.39 -4.42 0.80 -0.3263
N -2.24 -4.43 1.46 -0.2841
S -2.24 -3.98 -0.08 0.5784
O -1.59 -2.71 -0.37 -0.3186
O -1.97 -5.03 -1.08 -0.3569
C -4.16 -3.72 -0.15 -0.6327
F -4.43 -2.79 0.77 0.1219
F -4.41 -3.37 -1.38 0.1377
F -4.82 -4.91 0.10 0.0866
C -1.30 3.63 -0.98 -0.6660
F -1.85 4.70 -0.40 0.1282
F -1.52 3.64 -2.29 0.1333
F -0.03 3.61 -0.70 0.1525
S -2.20 2.06 -0.27 0.6786
O -1.46 0.98 -0.93 -0.3241
O -1.99 2.14 1.12 -0.2943
N -3.90 2.27 -0.80 -0.2806
S -4.35 0.79 -0.79 0.5632
O -3.97 0.03 -1.99 -0.3428
O -4.10 -0.02 0.46 -0.3408
C -6.26 0.97 -0.97 -0.6137
F -6.76 -0.25 -0.85 0.1462
F -6.71 1.79 0.03 0.0874
F -6.53 1.49 -2.19 0.1052
```

Charge = -1
Lowest unoccupied orbital energy = 1.58 eV
Electronic energy = -169339.2387 eV
Largest force on an atom = 5.4 eV/A

---

2.
Here is a cluster of 12 separate species, C22H36F5N7O29 in total at a distorted geometry from the OMol25 dataset. Energies are from ωB97M-V/def2-TZVPD.

XYZ file:
```
99
Properties=species:S:1:pos:R:3:lowdin_charge:R:1
O -4.04 -5.37 -0.57 0.0982
C -3.10 -4.81 -1.19 -0.5468
O -3.09 -4.64 -2.50 0.1142
C -1.90 -4.12 -2.93 -0.0745
C -1.25 -3.69 -1.66 -0.3355
F -1.36 -2.36 -1.54 0.0903
O -1.99 -4.34 -0.73 0.1883
H -1.23 -4.82 -3.43 0.1501
H -2.12 -3.27 -3.59 0.1492
H -0.19 -3.96 -1.64 0.1724
O 4.74 -0.68 -0.03 0.1461
C 4.73 0.49 -0.34 -0.5668
O 4.80 0.89 -1.61 0.0658
C 4.86 2.39 -1.65 0.0347
C 4.99 2.67 -0.13 -0.3805
F 4.23 3.69 0.18 0.1034
O 4.58 1.53 0.50 0.1477
H 5.62 2.87 -2.27 0.1324
H 4.02 2.79 -2.23 0.1198
H 5.98 2.83 0.27 0.1783
O -1.17 0.70 -2.16 0.1572
C -0.47 0.35 -1.27 -0.5318
O -0.62 0.73 0.03 0.0554
C 0.66 0.77 0.63 -0.0496
C 1.30 -0.40 -0.16 -0.2860
F 0.92 -1.56 0.44 0.0701
O 0.73 -0.29 -1.42 0.1129
H 1.08 1.75 0.41 0.1216
H 0.65 0.67 1.71 0.1137
H 2.38 -0.42 -0.24 0.1467
O -4.24 2.34 2.50 0.1426
C -3.43 1.78 3.24 -0.4182
O -3.64 0.66 3.98 0.0828
C -2.51 0.46 4.81 -0.0643
C -1.44 1.28 4.25 -0.3902
F -0.70 0.38 3.62 0.0821
O -2.06 2.14 3.36 0.1287
H -2.65 0.63 5.88 0.1463
H -2.41 -0.61 4.66 0.1379
H -0.87 1.80 5.02 0.1757
O -6.81 -0.52 2.34 0.1768
C -5.70 -0.76 1.97 -0.5426
O -5.25 -0.24 0.84 0.0817
C -4.05 -0.86 0.48 -0.0535
C -3.86 -1.99 1.49 -0.2821
F -2.69 -1.89 2.13 0.0757
O -4.74 -1.58 2.56 0.1000
H -4.09 -1.34 -0.50 0.1398
H -3.26 -0.11 0.52 0.1217
H -4.12 -3.01 1.21 0.1676
C -0.02 4.77 -2.73 0.0500
N 1.29 4.63 -2.04 -0.4664
O 1.49 3.59 -1.46 0.0595
O 1.98 5.59 -2.01 0.0967
H -0.63 5.17 -1.91 0.1042
H -0.50 3.95 -3.26 0.1008
H 0.01 5.61 -3.42 0.0975
C 0.06 -2.83 3.85 0.0788
N 1.49 -2.73 4.50 -0.4113
O 1.77 -3.49 5.42 0.0384
O 2.23 -1.89 4.07 0.0519
H -0.45 -3.73 4.18 0.0961
H 0.22 -2.87 2.77 0.0732
H -0.46 -1.90 4.09 0.0600
C -1.45 -0.04 -5.88 0.0496
N -0.82 0.47 -7.17 -0.4465
O -0.19 -0.33 -7.80 0.0756
O -0.87 1.68 -7.30 0.0482
H -0.97 0.38 -5.00 0.0838
H -1.37 -1.13 -5.90 0.0873
H -2.49 0.30 -5.90 0.0953
C 2.08 4.72 3.25 0.0564
N 2.62 3.36 3.17 -0.4082
O 3.83 3.13 3.24 0.0614
O 1.86 2.39 2.98 0.0272
H 2.57 5.43 3.91 0.1099
H 1.02 4.54 3.46 0.0991
H 2.14 4.98 2.19 0.1066
C 4.42 -3.69 2.92 0.0393
N 3.46 -4.13 1.92 -0.4432
O 3.68 -5.19 1.37 0.0627
O 2.46 -3.51 1.64 0.0410
H 4.40 -2.61 2.77 0.1012
H 5.31 -4.28 2.73 0.1068
H 4.10 -3.90 3.94 0.0951
C 3.38 -1.56 -3.39 0.0466
N 2.45 -2.73 -3.28 -0.4186
O 2.88 -3.80 -2.85 0.0759
O 1.30 -2.40 -3.57 0.0417
H 4.05 -1.82 -4.20 0.1070
H 3.86 -1.56 -2.41 0.0793
H 2.87 -0.60 -3.45 0.0927
C -3.65 2.75 -1.10 0.0604
N -5.15 2.73 -1.39 -0.4266
O -5.92 2.80 -0.45 0.0649
O -5.55 2.59 -2.54 0.0438
H -3.39 1.87 -0.51 0.0699
H -3.41 3.69 -0.61 0.1003
H -3.23 2.63 -2.10 0.0796
```

ΔE to the lowest compared entry with this formula, charge and spin = 451.1 kJ/mol
SMILES = O=C1OC[C@@H](F)O1.O=C1OC[C@@H](F)O1.O=C1OC[C@@H](F)O1.O=C1OC[C@@H](F)O1.O=C1OC[C@@H](F)O1.C[N+](=O)[O-].C[N+](=O)[O-].C[N+](=O)[O-].C[N+](=O)[O-].C[N+](=O)[O-].C[N+](=O)[O-].C[N+](=O)[O-]
Lowest unoccupied orbital energy = -0.63 eV
Electronic energy = -106771.5727 eV
Largest force on an atom = 6.7 eV/A

---

3.
Here is a structure of composition C22H36HgN5O4Si from the OMol25 dataset. Energies are from ωB97M-V/def2-TZVPD.

XYZ file:
```
69
Properties=species:S:1:pos:R:3:mulliken_spin:R:1
Hg -0.21 -0.07 -0.49 -0.0036
O 3.20 -2.79 0.74 0.0040
C 2.38 -2.14 -0.10 -0.0434
O 2.54 -0.98 -0.39 -0.0063
C 1.25 -2.99 -0.59 -0.0020
C 1.38 -4.35 -0.62 0.1486
C 0.32 -5.11 -1.19 0.0809
C -0.77 -4.46 -1.66 0.0221
C -0.87 -3.04 -1.58 0.2541
N 0.18 -2.32 -1.04 0.2536
C -2.03 -2.30 -1.99 0.0957
O -3.09 -2.96 -2.53 0.0278
O -2.15 -1.07 -1.89 0.1125
H 3.89 -2.15 0.99 0.0000
H 2.28 -4.82 -0.23 0.0081
H 0.39 -6.19 -1.24 0.0094
H -1.58 -5.05 -2.09 0.0201
H -2.91 -3.90 -2.57 -0.0042
C -2.79 1.85 -1.23 0.0055
N -1.39 2.18 -0.94 0.0012
C -1.33 3.07 0.22 0.0002
C -0.73 2.79 -2.09 0.0004
C -0.40 1.78 -3.18 -0.0020
N 0.55 0.76 -2.73 0.0019
C 1.91 1.29 -2.61 0.0017
C 0.57 -0.37 -3.67 0.0031
H -3.35 2.75 -1.53 0.0003
H -3.25 1.43 -0.33 -0.0008
H -2.87 1.09 -2.00 0.0000
H -1.89 4.00 0.03 0.0000
H -0.29 3.31 0.44 -0.0001
H -1.75 2.56 1.09 0.0000
H 0.19 3.25 -1.73 0.0000
H -1.35 3.59 -2.52 0.0000
H 0.01 2.32 -4.04 -0.0002
H -1.30 1.27 -3.51 0.0003
H 2.28 1.65 -3.58 0.0000
H 2.57 0.51 -2.24 -0.0010
H 1.94 2.11 -1.90 0.0000
H 0.88 -0.04 -4.67 -0.0004
H -0.42 -0.81 -3.73 -0.0020
H 1.26 -1.13 -3.31 0.0035
C -3.14 -2.03 1.37 -0.0002
C -2.25 -1.20 2.25 0.0002
C -2.40 -1.14 3.62 -0.0001
C -1.50 -0.37 4.35 -0.0003
C -0.48 0.32 3.72 0.0004
C -0.36 0.22 2.30 -0.0031
N -1.26 -0.54 1.62 0.0113
N 0.55 0.83 1.52 0.0024
Si 1.90 1.71 2.11 0.0003
C 2.94 2.24 0.65 -0.0002
C 1.41 3.28 3.03 0.0000
C 2.98 0.68 3.26 0.0000
H -4.01 -2.38 1.93 0.0004
H -2.59 -2.89 0.99 -0.0004
H -3.48 -1.45 0.51 -0.0004
H -3.20 -1.69 4.10 0.0002
H -1.59 -0.30 5.43 0.0000
H 0.22 0.92 4.28 0.0002
H 2.40 2.95 0.01 0.0000
H 3.22 1.38 0.03 0.0000
H 3.85 2.73 1.00 0.0000
H 1.30 4.12 2.34 0.0000
H 2.17 3.54 3.77 0.0000
H 0.45 3.16 3.56 0.0000
H 2.85 -0.39 3.07 0.0000
H 2.75 0.86 4.31 0.0000
H 4.04 0.93 3.11 0.0000
```

ΔE to the lowest compared entry with this formula, charge and spin = 0.0 kJ/mol
Spin multiplicity = 2
Lowest unoccupied orbital energy (spin up / spin down) = 0.43 / 0.47 eV
Electronic energy = -51093.0390 eV
Largest force on an atom = 0.6 eV/A

---

Among the records above, which one has the lowest largest force on an atom? C22H36HgN5O4Si

---

Among the records above, which one has the lowest largest force on an atom? C22H36HgN5O4Si

---

Look up the electronic energy of the second one. -106771.5727 eV

---

Number 2 is which compound? C22H36F5N7O29